Density functional theory data (ωB97M-V/def2-TZVPD) for C42H94InN7O10PS3 as an isolated structure in a non-equilibrium geometry.

```
158
Properties=species:S:1:pos:R:3:mulliken_charge:R:1
C 7.241 4.139 2.392 -1.085
C 5.974 4.396 1.478 -0.407
C 5.822 3.282 0.359 -0.605
C 4.726 3.816 -0.678 -0.156
C 3.555 2.765 -0.854 -0.519
C 3.297 2.329 -2.353 -0.295
C 1.780 2.460 -2.773 -0.714
C 0.779 1.733 -1.787 -0.717
N 0.146 0.606 -2.514 0.641
C 0.560 -0.721 -2.028 -1.031
C 0.898 -1.753 -3.177 -0.685
C 0.387 -3.225 -2.848 -0.918
C 1.559 -4.219 -2.537 -0.488
C 2.196 -4.024 -1.111 -0.167
C 3.073 -5.298 -0.775 -0.543
C 3.528 -5.364 0.729 -0.612
C 3.975 -3.982 1.336 -0.795
C -1.284 0.744 -2.621 -0.447
S -2.405 0.392 -1.451 -0.111
S -1.872 1.415 -4.223 -0.147
C -3.710 1.475 -4.140 -1.048
C -4.295 2.603 -3.220 0.164
C -5.877 2.436 -3.091 -0.717
In -6.585 2.480 -0.919 0.687
C -8.175 0.883 -0.520 -1.181
C -7.729 -0.120 0.663 -0.019
C -8.733 0.119 1.840 -0.501
C -8.352 -0.547 3.225 -0.528
S -6.678 -1.283 3.333 1.209
O -6.566 -1.848 4.717 -0.691
O -5.618 -0.243 3.206 -0.520
O -6.458 -2.534 2.275 -0.461
P -4.563 2.242 0.669 0.401
O -4.861 2.898 2.050 -0.735
H 6.985 3.502 3.277 0.254
H 8.041 3.608 1.825 0.318
H 7.577 5.124 2.798 0.316
H 5.051 4.437 2.108 0.291
H 6.160 5.364 0.947 0.252
H 6.809 3.208 -0.171 0.309
H 5.549 2.291 0.784 0.297
H 4.267 4.727 -0.227 0.364
H 5.236 4.020 -1.647 -0.098
H 3.719 1.827 -0.267 0.268
H 2.600 3.207 -0.467 0.237
H 3.671 1.292 -2.557 0.246
H 3.899 3.009 -3.011 0.104
H 1.714 2.033 -3.807 0.316
H 1.503 3.541 -2.890 0.298
H -0.041 2.467 -1.562 0.337
H 1.228 1.455 -0.809 0.545
H 1.516 -0.567 -1.462 0.210
H -0.146 -1.202 -1.311 0.418
H 0.583 -1.407 -4.188 0.508
H 2.018 -1.847 -3.223 0.255
H -0.374 -3.244 -2.035 0.441
H -0.119 -3.577 -3.785 0.327
H 1.123 -5.257 -2.552 0.460
H 2.326 -4.204 -3.345 -0.053
H 1.426 -3.914 -0.305 0.303
H 2.866 -3.132 -1.108 0.147
H 2.422 -6.187 -0.982 0.332
H 3.990 -5.359 -1.402 0.168
H 2.786 -5.826 1.421 0.265
H 4.431 -6.036 0.757 0.371
H 4.492 -3.336 0.593 0.212
H 4.680 -4.090 2.202 0.249
H 3.058 -3.506 1.771 0.254
H -4.059 1.590 -5.191 0.462
H -4.044 0.478 -3.748 0.438
H -4.153 3.579 -3.758 0.002
H -3.791 2.709 -2.237 0.289
H -6.385 3.291 -3.604 -0.143
H -6.228 1.469 -3.534 0.392
H -7.312 4.084 -0.479 -0.349
H -9.153 1.349 -0.224 0.338
H -8.328 0.347 -1.487 0.357
H -7.817 -1.156 0.229 0.097
H -6.677 0.150 0.904 0.004
H -9.710 -0.327 1.512 0.203
H -8.928 1.209 1.959 0.362
H -9.075 -1.323 3.575 0.299
H -8.394 0.267 3.993 0.193
H -7.225 -2.579 1.678 0.361
H -4.439 0.828 0.954 -0.098
H -3.347 2.723 0.088 -0.008
C 4.900 -5.045 -4.816 0.090
O 4.392 -5.083 -3.715 -0.562
N 4.920 -6.076 -5.698 0.122
C 5.545 -5.961 -6.999 -0.928
C 4.296 -7.331 -5.321 -0.928
H 5.399 -4.140 -5.197 0.299
H 4.798 -6.142 -7.775 0.343
H 6.343 -6.703 -7.084 0.338
H 5.968 -4.966 -7.138 0.286
H 3.239 -7.160 -5.107 0.267
H 4.775 -7.717 -4.420 0.293
H 4.393 -8.057 -6.126 0.374
C -4.463 4.292 -6.485 0.115
O -4.925 3.243 -6.090 -0.568
N -5.162 5.446 -6.619 0.131
C -4.547 6.666 -7.097 -0.946
C -6.572 5.454 -6.269 -0.867
H -3.404 4.391 -6.774 0.265
H -4.638 7.440 -6.331 0.342
H -5.055 6.994 -8.007 0.337
H -3.492 6.505 -7.317 0.294
H -6.687 5.170 -5.222 0.210
H -7.102 4.726 -6.887 0.281
H -6.995 6.445 -6.428 0.386
C 7.122 -2.820 4.384 0.073
O 7.060 -2.781 3.168 -0.555
N 6.136 -2.439 5.234 0.182
C 6.288 -2.515 6.676 -0.742
C 4.888 -1.939 4.688 -0.825
H 8.022 -3.182 4.907 0.247
H 5.517 -3.171 7.081 0.262
H 6.175 -1.515 7.101 0.277
H 7.270 -2.908 6.942 0.295
H 4.440 -2.708 4.057 0.138
H 5.094 -1.060 4.073 0.339
H 4.200 -1.673 5.488 0.355
C -12.057 0.900 5.803 0.120
O -12.705 0.093 5.169 -0.587
N -11.035 0.594 6.640 0.134
C -10.304 1.613 7.367 -0.928
C -10.665 -0.799 6.812 -0.843
H -12.256 1.983 5.744 0.280
H -9.249 1.569 7.085 0.330
H -10.401 1.430 8.440 0.330
H -10.693 2.604 7.138 0.312
H -10.380 -1.215 5.844 0.174
H -11.525 -1.355 7.191 0.316
H -9.834 -0.889 7.509 0.379
C 3.624 -4.217 9.310 0.113
O 4.165 -3.310 8.709 -0.586
N 2.635 -4.997 8.812 0.115
C 2.034 -6.064 9.587 -0.932
C 2.166 -4.755 7.459 -0.876
H 3.906 -4.483 10.342 0.265
H 2.182 -7.014 9.068 0.340
H 0.964 -5.871 9.695 0.338
H 2.486 -6.125 10.577 0.289
H 2.997 -4.870 6.761 0.267
H 1.787 -3.734 7.384 0.287
H 1.375 -5.457 7.202 0.365
C 5.914 5.326 -4.980 0.113
O 6.011 4.670 -5.995 -0.603
N 6.952 5.904 -4.325 0.105
C 6.764 6.677 -3.114 -0.996
C 8.292 5.740 -4.856 -0.974
H 4.941 5.510 -4.496 0.304
H 7.126 7.696 -3.279 0.384
H 7.333 6.214 -2.304 0.351
H 5.712 6.714 -2.835 0.324
H 8.333 6.146 -5.869 0.287
H 8.538 4.677 -4.898 0.310
H 9.014 6.257 -4.226 0.391
```

Calculated values
HOMO energy   -4.179 eV
HOMO-LUMO gap   0.21708 hartree
ΔE to the lowest compared entry with this formula, charge and spin   379.9 kJ/mol
LUMO energy   1.7 eV
Total charge   -1

Density functional theory data (ωB97M-V/def2-TZVPD) for a 7-piece molecular cluster, C42H94N4O10 overall in a non-equilibrium geometry.

```
150
Properties=species:S:1:pos:R:3:mulliken_charge:R:1
C 3.197 1.434 3.688 -1.523
C 2.217 0.530 4.411 2.049
C 1.158 1.396 5.116 -1.650
C 1.399 -0.260 3.341 -0.672
C 2.084 -1.522 2.768 -0.208
C 2.721 -2.313 3.898 -1.565
C 3.699 -1.496 4.771 1.837
C 4.240 -2.436 5.826 -2.032
C 4.866 -1.085 3.866 -1.841
N 2.897 -0.400 5.323 0.071
O 2.048 -0.847 6.350 -0.483
H 3.659 0.934 2.840 -0.014
H 2.661 2.301 3.284 0.263
H 3.964 1.879 4.323 0.375
H 0.485 1.762 4.342 0.249
H 0.642 0.825 5.876 0.388
H 1.642 2.275 5.549 0.407
H 0.391 -0.503 3.685 0.621
H 1.262 0.426 2.493 -0.317
H 1.309 -2.151 2.329 0.539
H 2.819 -1.206 2.034 0.015
H 3.148 -3.262 3.551 0.365
H 1.895 -2.695 4.523 0.448
H 4.636 -3.352 5.376 0.457
H 3.465 -2.750 6.522 0.291
H 5.110 -2.080 6.386 0.413
H 4.690 -1.165 2.791 0.255
H 5.750 -1.691 4.068 0.484
H 5.198 -0.053 3.990 0.408
H 1.535 -1.606 6.022 0.385
C -3.952 0.930 2.167 -1.733
C -4.640 2.119 1.482 1.684
C -3.854 2.470 0.220 -1.603
C -6.048 1.710 0.996 -1.204
C -7.068 1.746 2.115 -0.767
C -7.054 3.065 2.836 -1.432
C -5.696 3.444 3.405 2.094
C -5.745 4.921 3.793 -2.006
C -5.285 2.541 4.596 -1.789
N -4.766 3.339 2.271 -0.091
O -3.472 3.797 2.632 -0.300
H -4.542 0.489 2.968 0.405
H -3.825 0.123 1.434 0.388
H -2.942 1.201 2.479 0.294
H -2.771 2.387 0.324 0.083
H -4.017 1.654 -0.508 0.448
H -4.228 3.361 -0.275 0.455
H -6.301 2.216 0.065 0.425
H -5.996 0.651 0.716 0.374
H -8.060 1.466 1.746 0.411
H -6.860 0.889 2.767 0.342
H -7.842 3.135 3.599 0.485
H -7.420 3.853 2.163 0.450
H -5.450 5.571 2.967 0.395
H -5.023 5.149 4.584 0.393
H -6.725 5.242 4.143 0.452
H -5.457 3.108 5.514 0.526
H -4.228 2.319 4.510 0.283
H -5.943 1.678 4.661 0.301
H -3.498 4.746 2.466 0.302
C 1.989 2.555 -1.951 -1.545
C 3.018 3.447 -1.259 2.782
C 2.301 4.772 -0.940 -1.982
C 3.460 2.912 0.092 -0.844
C 4.752 2.095 0.100 -0.160
C 5.859 2.933 -0.550 -1.391
C 5.522 3.338 -1.973 1.301
C 6.409 4.543 -2.301 -2.099
C 5.913 2.200 -2.947 -1.721
N 4.137 3.707 -2.142 1.005
O 3.819 4.246 -3.382 -0.528
H 2.457 1.874 -2.676 0.197
H 1.452 1.900 -1.266 -0.171
H 1.302 3.139 -2.564 0.485
H 2.802 5.375 -0.177 0.492
H 2.218 5.403 -1.834 0.409
H 1.259 4.712 -0.617 0.003
H 3.534 3.680 0.867 0.511
H 2.662 2.258 0.467 -0.275
H 5.022 1.766 1.103 0.165
H 4.529 1.199 -0.489 -0.119
H 6.708 2.243 -0.539 0.482
H 6.092 3.796 0.075 0.337
H 7.460 4.259 -2.230 0.446
H 6.217 5.353 -1.595 0.400
H 6.223 4.892 -3.317 0.429
H 5.266 2.280 -3.828 0.353
H 5.624 1.212 -2.575 0.284
H 6.948 2.278 -3.267 0.431
H 3.788 5.207 -3.279 0.336
C -2.655 -5.363 -2.212 -1.582
C -2.360 -6.572 -3.142 1.859
C -1.622 -7.604 -2.294 -1.988
C -3.644 -7.269 -3.633 -1.160
C -4.182 -6.765 -4.958 -0.721
C -3.034 -6.613 -5.960 -1.310
C -1.978 -5.616 -5.505 1.786
C -0.842 -5.636 -6.544 -1.967
C -2.627 -4.222 -5.446 -1.807
N -1.473 -6.213 -4.267 -0.014
O -0.388 -5.404 -3.761 -0.472
H -1.834 -5.287 -1.499 0.400
H -2.741 -4.467 -2.818 0.272
H -3.535 -5.524 -1.589 0.391
H -2.294 -7.842 -1.455 0.415
H -1.542 -8.547 -2.835 0.461
H -0.673 -7.312 -1.853 0.322
H -3.603 -8.359 -3.646 0.441
H -4.413 -7.070 -2.878 0.316
H -4.903 -7.441 -5.431 0.436
H -4.789 -5.861 -4.827 0.325
H -3.411 -6.513 -6.981 0.493
H -2.574 -7.613 -5.980 0.420
H -1.163 -5.123 -7.450 0.398
H -0.622 -6.680 -6.760 0.411
H 0.023 -5.130 -6.124 0.367
H -3.304 -4.099 -6.290 0.392
H -1.879 -3.430 -5.424 0.418
H -3.260 -4.151 -4.564 0.396
H -0.765 -4.525 -3.591 0.332
O 4.252 -1.919 -3.987 -0.586
C 3.277 -0.991 -3.559 -0.481
C 2.763 -1.309 -2.179 0.590
O 2.000 -2.489 -2.118 -0.642
H 3.795 -2.650 -4.411 0.373
H 3.649 0.031 -3.604 0.072
H 2.407 -0.991 -4.236 0.266
H 2.221 -0.453 -1.767 -0.231
H 3.651 -1.408 -1.543 0.433
H 2.595 -3.243 -2.102 0.303
O -0.524 0.731 -0.675 -0.350
C -0.747 -0.607 -0.256 -0.018
C -1.389 -1.436 -1.346 -0.599
O -0.691 -1.602 -2.581 -0.554
H -0.278 0.752 -1.607 0.277
H 0.201 -1.030 0.103 0.022
H -1.458 -0.659 0.573 0.266
H -2.309 -0.924 -1.643 0.340
H -1.693 -2.426 -0.977 0.261
H 0.225 -1.907 -2.510 0.207
O -1.373 5.998 0.585 -0.623
C -0.438 5.653 1.586 -1.037
C -0.287 4.126 1.713 0.830
O -0.372 3.574 0.439 -0.249
H -1.265 5.353 -0.125 0.353
H 0.549 6.015 1.272 0.393
H -0.718 5.992 2.581 0.431
H -1.075 3.736 2.362 0.236
H 0.703 3.948 2.155 -0.241
H -0.402 2.611 0.390 -0.171
```

Calculated values
HOMO energy   -7.864 eV
HOMO-LUMO gap   0.29878 hartree
ΔE to the lowest compared entry with this formula, charge and spin   55.7 kJ/mol
LUMO energy   0.3 eV

Density functional theory data (ωB97M-V/def2-TZVPD) for a 7-piece molecular cluster, C42H95N5O7 overall in a non-equilibrium geometry.

```
149
Properties=species:S:1:pos:R:3:mulliken_charge:R:1
C 19.356 20.012 9.557 -1.893
C 18.443 19.384 10.606 1.990
C 17.240 20.297 10.805 -2.106
C 17.922 18.058 10.102 -1.536
C 18.905 16.879 10.331 0.668
C 19.429 16.853 11.755 -1.111
C 20.055 18.165 12.191 1.821
C 20.203 18.091 13.723 -2.109
C 21.444 18.392 11.603 -1.767
N 19.087 19.211 11.919 0.294
O 19.545 20.438 12.402 -0.514
H 20.137 19.365 9.150 0.293
H 18.782 20.404 8.711 0.471
H 19.890 20.883 9.953 0.365
H 17.531 21.317 11.084 0.487
H 16.751 20.459 9.840 0.404
H 16.574 19.916 11.576 0.453
H 17.021 17.806 10.674 0.355
H 17.652 18.073 9.047 0.502
H 18.244 16.005 10.225 -0.903
H 19.605 16.813 9.498 0.407
H 20.223 16.095 11.776 0.502
H 18.652 16.569 12.463 0.200
H 20.741 17.207 14.070 0.379
H 19.210 18.039 14.191 0.440
H 20.663 18.985 14.147 0.423
H 21.456 18.195 10.516 0.322
H 22.230 17.815 12.076 0.456
H 21.673 19.463 11.564 0.353
H 18.830 20.723 12.981 0.358
C 24.212 8.155 9.326 -1.765
C 22.986 7.244 9.311 1.461
C 23.367 5.887 8.744 -2.112
C 22.505 7.022 10.745 -1.238
C 21.869 8.249 11.330 -1.004
C 20.757 8.770 10.458 -1.177
C 21.012 8.843 8.957 2.358
C 19.676 8.661 8.306 -2.176
C 21.629 10.188 8.601 -1.439
N 21.883 7.725 8.544 0.560
O 22.284 7.879 7.154 -0.536
H 24.023 9.106 9.821 0.344
H 25.011 7.629 9.852 0.451
H 24.555 8.419 8.323 0.353
H 24.069 5.380 9.407 0.414
H 22.456 5.301 8.647 0.436
H 23.887 6.044 7.798 0.439
H 21.820 6.168 10.705 0.335
H 23.368 6.721 11.343 0.517
H 21.505 8.048 12.337 0.444
H 22.623 9.031 11.463 0.371
H 20.491 9.791 10.765 0.228
H 19.845 8.195 10.654 0.474
H 19.516 7.573 8.211 0.538
H 19.559 8.898 7.240 0.357
H 18.830 9.053 8.866 0.125
H 22.500 10.479 9.189 0.380
H 20.894 10.999 8.676 0.146
H 21.914 10.221 7.546 0.376
H 21.746 7.221 6.702 0.336
C 18.296 12.061 8.112 -0.977
C 17.150 12.907 7.527 2.271
C 17.344 14.394 7.776 -1.944
C 17.227 12.642 6.006 -1.296
C 16.717 11.295 5.593 -0.345
C 15.346 10.971 6.194 -1.525
C 15.307 11.161 7.726 1.778
C 13.807 11.225 8.032 -2.036
C 15.933 9.993 8.551 -0.896
N 15.901 12.430 8.044 -0.019
O 15.685 12.801 9.389 -0.125
H 19.309 12.455 7.964 0.589
H 18.307 11.963 9.211 -0.326
H 18.180 11.049 7.729 -0.029
H 16.491 14.938 7.343 0.540
H 17.320 14.636 8.844 -0.067
H 18.253 14.799 7.342 0.372
H 16.756 13.475 5.478 0.433
H 18.277 12.629 5.696 0.327
H 16.619 11.260 4.504 0.460
H 17.368 10.459 5.872 0.005
H 15.056 9.938 5.993 0.466
H 14.605 11.631 5.736 0.426
H 13.597 11.325 9.102 0.394
H 13.365 10.244 7.810 0.439
H 13.283 11.995 7.472 0.443
H 16.444 9.245 7.946 0.225
H 15.172 9.519 9.173 0.465
H 16.615 10.457 9.263 -0.267
H 15.143 13.596 9.331 0.297
C 17.037 10.928 12.200 -1.623
C 17.015 12.043 13.211 1.913
C 17.390 13.321 12.431 -1.591
C 15.584 12.199 13.678 -1.509
C 15.361 13.203 14.787 -0.737
C 16.277 12.917 15.971 -1.578
C 17.750 12.676 15.579 2.824
C 18.404 14.072 15.424 -2.086
C 18.388 11.930 16.774 -1.671
N 17.850 11.824 14.370 0.741
O 19.213 11.687 13.999 -0.386
H 16.996 9.941 12.684 0.268
H 16.125 10.913 11.600 0.357
H 17.914 10.985 11.559 -0.132
H 18.283 13.203 11.792 0.456
H 16.632 13.533 11.671 0.287
H 17.569 14.218 13.020 0.035
H 14.892 12.371 12.855 0.483
H 15.302 11.233 14.132 0.334
H 15.332 14.246 14.455 0.352
H 14.325 13.017 15.104 0.499
H 15.881 12.023 16.460 0.308
H 16.254 13.800 16.606 0.421
H 18.733 14.442 16.404 0.421
H 17.725 14.837 15.049 0.299
H 19.334 14.001 14.857 0.346
H 17.820 12.071 17.687 0.253
H 19.439 12.211 16.855 -0.126
H 18.392 10.871 16.500 0.326
H 19.365 12.313 13.269 0.349
C 17.853 7.596 15.634 -0.410
O 16.767 7.284 16.462 -0.410
C 16.686 8.207 17.522 -0.014
C 15.476 8.100 18.392 0.384
C 14.217 7.820 17.554 -1.481
N 15.342 9.469 19.057 -0.581
H 18.759 7.798 16.217 0.229
H 17.592 8.441 14.987 0.104
H 18.054 6.719 15.018 0.288
H 17.626 8.238 18.096 0.264
H 16.636 9.206 17.048 -0.233
H 15.539 7.325 19.162 0.287
H 14.411 6.849 17.074 0.373
H 14.176 8.524 16.723 0.320
H 13.320 7.707 18.149 0.437
H 14.373 9.746 18.923 0.232
H 15.418 9.407 20.069 0.235
C 20.984 10.061 18.433 -0.599
O 22.106 10.854 18.809 -0.500
H 20.036 10.596 18.380 0.252
H 21.125 9.743 17.387 0.239
H 20.893 9.089 18.926 0.389
H 22.054 11.001 19.759 0.261
C 22.751 13.009 16.138 -0.049
O 23.431 12.881 17.352 -0.570
H 21.664 12.839 16.222 -0.276
H 22.886 14.009 15.729 0.276
H 23.081 12.282 15.392 0.255
H 23.184 12.040 17.770 0.392
```

Calculated values
HOMO energy   -8.261 eV
HOMO-LUMO gap   0.32005 hartree
ΔE to the lowest compared entry with this formula, charge and spin   202.9 kJ/mol
LUMO energy   0.4 eV